No. 1
{"formula": "CH6N5", "method": "the ωB97M-V functional and the def2-TZVPD basis", "symbols": ["N", "N", "N", "N", "N", "C", "H", "H", "H", "H", "H", "H"], "positions_angstrom": [[-3.2081, -0.0544, -0.2737], [1.5688, 0.5959, -0.0570], [1.8498, -0.3273, -0.9871], [-1.8550, -0.1142, -0.0891], [0.2706, 0.1132, 0.9478], [-0.8917, 0.1409, 0.5618], [2.3592, 0.9188, 0.6108], [2.0365, -1.3871, -0.6944], [-3.4293, -0.7964, -1.0998], [1.0823, -0.3650, -1.7051], [-3.5854, 0.8663, -0.1746], [0.3977, 0.0018, 1.9599]], "smiles": "NN=C=[NH+]NN", "gap_ev": 9.5, "charge": 1, "homo_ev": -14.057, "lumo_energy_ev": -4.602, "e_above_lowest_kcal_mol": 91.1}

=====

No. 2
{"formula": "C46H81IN7O6P3S2Si", "method": "the ωB97M-V functional and the def2-TZVPD basis", "symbols": ["I", "S", "S", "P", "P", "P", "Si", "O", "O", "O", "O", "O", "O", "N", "N", "N", "N", "N", "N", "N", "C", "C", "C", "C", "C", "C", "C", "C", "C", "C", "C", "C", "C", "C", "C", "C", "C", "C", "C", "C", "C", "C", "C", "C", "C", "C", "C", "C", "C", "C", "C", "C", "C", "C", "C", "C", "C", "C", "C", "C", "C", "C", "C", "C", "C", "C", "H", "H", "H", "H", "H", "H", "H", "H", "H", "H", "H", "H", "H", "H", "H", "H", "H", "H", "H", "H", "H", "H", "H", "H", "H", "H", "H", "H", "H", "H", "H", "H", "H", "H", "H", "H", "H", "H", "H", "H", "H", "H", "H", "H", "H", "H", "H", "H", "H", "H", "H", "H", "H", "H", "H", "H", "H", "H", "H", "H", "H", "H", "H", "H", "H", "H", "H", "H", "H", "H", "H", "H", "H", "H", "H", "H", "H", "H", "H", "H", "H"], "positions_angstrom": [[1.1285, 2.1689, -2.9828], [4.1552, -0.5072, 4.9494], [1.0104, -0.2483, 2.1335], [1.8207, 6.3613, 3.5583], [-3.6278, -3.4147, -3.4195], [-2.6001, -5.4484, 3.0542], [4.9127, 5.2129, -1.5332], [-2.5157, -4.0649, 2.4850], [3.3957, 6.4087, 3.3309], [-3.6022, -2.1752, -2.5756], [1.3175, 7.6801, 2.7717], [2.1327, 0.5859, -0.7287], [1.4085, 6.4684, 4.9618], [-3.8389, -6.0578, 2.0014], [0.5560, 2.6312, 1.1174], [-1.9480, -3.5537, -3.7917], [-1.0582, -6.0654, 2.5746], [-4.4903, -2.7644, -4.7759], [-2.9200, -6.7132, 4.2188], [-4.0331, -5.0472, -3.9006], [0.0561, 6.2547, -1.9668], [-1.2597, 5.6169, 0.1292], [5.0168, 3.5428, -2.4196], [-0.3670, 0.3059, 1.1663], [1.7282, 1.6610, -0.9429], [4.5594, 3.3889, -3.7311], [-2.3945, -0.3063, 0.0821], [-3.7803, -5.9873, -2.7748], [-3.9238, -2.7246, -6.1099], [-1.3062, -0.6566, 0.8447], [-3.6255, -7.1927, 1.1266], [-1.5434, 1.9819, -0.0736], [1.1230, 2.4494, 2.4492], [1.6180, 2.8033, 0.0912], [-1.3776, -4.2934, -4.9019], [0.0886, -5.3129, 3.0804], [1.4090, 1.2153, 3.0298], [-2.2919, -6.3760, 5.5253], [4.8483, 4.8393, 0.3205], [-1.8480, 3.3301, -0.7232], [-4.6326, -5.0529, 1.2995], [-4.3390, -7.0018, 4.5257], [3.4465, 6.2485, -2.1633], [6.5804, 6.0759, -1.8398], [1.0776, 4.9665, 2.6758], [-5.2307, -1.5306, -4.5307], [4.2582, -1.0887, 2.1614], [5.5703, 2.4077, -1.8261], [-0.4356, 1.6381, 0.7550], [1.4112, 3.5966, 3.2284], [1.9889, 1.0747, 4.2932], [-1.2830, 6.3916, -1.2171], [-5.4299, -5.2983, -4.3199], [2.4365, 6.5242, -1.0370], [2.3359, -0.2700, 4.8969], [5.6635, 1.1932, -2.4868], [-0.6992, -7.4663, 2.4529], [-1.0688, -3.6687, -2.6282], [4.6326, 2.1841, -4.4132], [4.6388, -1.5816, 3.5724], [-2.4821, 0.9960, -0.3639], [-2.3150, 4.4936, 0.1835], [1.9838, 3.4509, 4.4790], [5.1771, 1.0792, -3.7797], [1.1555, 7.2260, -1.4984], [2.2717, 2.2147, 5.0186], [-2.1297, 6.1400, -1.8561], [5.2067, 0.1422, -4.3213], [-0.3046, 5.1116, 0.1884], [3.8615, 7.1584, -2.5998], [3.4055, -1.6567, 1.7996], [4.0272, -0.0259, 2.1243], [-1.3799, 7.4533, -0.9738], [-1.8083, -4.0176, -5.8578], [-1.2159, -6.2317, 5.4164], [-1.4149, -3.0330, -1.8138], [5.4102, 5.5867, 0.8854], [-3.0300, -2.0901, -6.1668], [0.7858, 7.8140, -0.6535], [-0.1165, -4.2426, 3.0774], [-3.3733, -8.0916, 1.6926], [0.3705, 7.5427, 2.6380], [-0.0556, -3.3507, -2.8814], [-2.6623, 3.1308, -1.4204], [5.7223, -1.6642, 3.6236], [-0.1730, 6.5197, -3.0051], [1.4204, 7.9616, -2.2591], [2.2457, 5.5694, -0.5523], [-1.0205, 3.6622, -1.3519], [1.4288, 5.0072, 1.6507], [-4.5782, -0.6489, -4.5351], [-5.9917, -1.3963, -5.3042], [-3.6886, -3.7268, -6.4733], [3.7723, 5.5334, 3.4980], [2.0218, -0.2381, 5.9387], [-3.2399, 4.9361, -0.1939], [-0.0009, 5.0851, 2.7450], [-1.4030, 6.2639, 0.9979], [-2.8507, -7.0004, 0.3715], [-4.8964, -6.1023, 4.7971], [-2.5200, 4.1486, 1.1979], [-5.6536, -4.8409, -5.2773], [7.0222, 6.3079, -0.8683], [-5.5705, -5.4975, 0.9549], [-2.7117, -5.4640, 5.9582], [-2.4297, -7.1907, 6.2346], [6.0878, 0.3139, -2.0213], [-4.8429, -7.4837, 3.6953], [2.9400, 7.1710, -0.3125], [-3.1179, -1.0712, -0.1622], [0.2747, -7.5457, 1.9641], [4.1483, 4.2582, -4.2351], [-4.3894, -7.7036, 5.3607], [2.6037, 2.9098, 0.5432], [-3.9655, -7.0141, -3.0880], [5.9751, 2.4370, -0.8202], [-6.1548, -4.9406, -3.5847], [-4.1059, -4.6436, 0.4274], [0.9641, -5.4796, 2.4494], [0.3920, 5.2167, -1.9979], [-0.3152, -4.0528, -4.9843], [6.4783, 6.9876, -2.4256], [1.8278, -1.0899, 4.3956], [-5.5764, -6.3722, -4.4542], [4.2484, 2.1462, -5.4238], [-5.7510, -1.5654, -3.5771], [-1.3822, -8.0231, 1.8213], [-1.0082, -4.6993, -2.2488], [5.3346, 3.8864, 0.5376], [-4.4120, -5.7690, -1.9087], [7.2688, 5.3781, -2.3163], [-4.5526, -7.4429, 0.6039], [4.2022, -2.5687, 3.7200], [2.9779, 5.6465, -2.9491], [2.2341, 4.3111, 5.0873], [1.3538, 3.6846, -0.4931], [-1.4587, -5.3835, -4.7876], [-0.6234, -7.9829, 3.4196], [-2.7392, -5.9392, -2.4513], [2.7102, 2.1041, 6.0015], [0.3600, -5.6010, 4.1062], [5.0794, -1.2682, 1.4648], [-3.3413, 1.2575, -0.9689], [3.8469, 4.7944, 0.7506], [-4.6596, -2.3359, -6.8181], [-4.8957, -4.2279, 1.9558], [-1.1440, -1.6631, 1.2104]], "smiles": "CCSCc1ccc(CP(=O)(O)O)c2c1Sc1cccc(CCCCCCCC[Si](C)(C)c3ccccc3)c1N2CC(=O)I.CN(C)P(=O)(N(C)C)N(C)C.CN(C)P(=O)(N(C)C)N(C)C", "gap_ev": 8.0, "homo_ev": -7.789, "lumo_energy_ev": 0.251}

=====

No. 3
{"formula": "C4H12O3", "method": "the ωB97M-V functional and the def2-TZVPD basis", "symbols": ["O", "O", "O", "C", "C", "C", "C", "H", "H", "H", "H", "H", "H", "H", "H", "H", "H", "H", "H"], "positions_angstrom": [[-1.9911, 0.1260, 0.6269], [-0.2284, 1.2262, -1.0680], [-0.3467, 1.1683, 2.8033], [0.3144, -0.0708, -1.1667], [1.6876, 0.0235, -1.7316], [-1.2824, -1.0824, 0.5549], [0.2322, -0.5500, 0.3598], [0.5013, 1.7377, -0.5877], [-1.7148, -1.5093, -0.3463], [1.3877, 0.3551, -2.7089], [-0.4951, -0.5341, -1.7454], [2.3132, -0.9147, -1.6785], [-1.6615, 0.5932, -0.1354], [1.0480, -1.3586, 0.5775], [0.5705, 0.1949, 1.0677], [-1.6356, -1.7635, 1.2485], [0.3015, 0.6088, 2.3508], [2.2420, 0.8149, -1.1190], [-1.2427, 0.9350, 2.6982]], "gap_ev": [12.6, 5.5], "spin_multiplicity": 2, "charge": 1, "homo_ev": [-15.691, -15.315], "lumo_energy_ev": [-3.049, -9.843], "e_above_lowest_kcal_mol": 78.5}

=====

Please write out number 3 again, unchanged.
{"formula": "C4H12O3", "method": "the ωB97M-V functional and the def2-TZVPD basis", "symbols": ["O", "O", "O", "C", "C", "C", "C", "H", "H", "H", "H", "H", "H", "H", "H", "H", "H", "H", "H"], "positions_angstrom": [[-1.9911, 0.1260, 0.6269], [-0.2284, 1.2262, -1.0680], [-0.3467, 1.1683, 2.8033], [0.3144, -0.0708, -1.1667], [1.6876, 0.0235, -1.7316], [-1.2824, -1.0824, 0.5549], [0.2322, -0.5500, 0.3598], [0.5013, 1.7377, -0.5877], [-1.7148, -1.5093, -0.3463], [1.3877, 0.3551, -2.7089], [-0.4951, -0.5341, -1.7454], [2.3132, -0.9147, -1.6785], [-1.6615, 0.5932, -0.1354], [1.0480, -1.3586, 0.5775], [0.5705, 0.1949, 1.0677], [-1.6356, -1.7635, 1.2485], [0.3015, 0.6088, 2.3508], [2.2420, 0.8149, -1.1190], [-1.2427, 0.9350, 2.6982]], "gap_ev": [12.6, 5.5], "spin_multiplicity": 2, "charge": 1, "homo_ev": [-15.691, -15.315], "lumo_energy_ev": [-3.049, -9.843], "e_above_lowest_kcal_mol": 78.5}